ORCA calculation (ωB97M-V/def2-TZVPD) on a single C7H18N2O4 molecule at a distorted geometry.

Cartesian coordinates (Å):
O1 3.429 1.604 -0.862
C1 3.521 0.230 -1.145
C2 3.010 -0.565 0.064
N1 1.616 -0.150 0.298
C3 0.966 -0.780 1.415
C4 -0.502 -0.388 1.579
N2 -1.256 -0.938 0.518
C5 -1.165 -0.282 -0.758
O2 -0.936 -1.245 -1.765
C6 -2.551 0.354 -0.910
O3 -3.456 -0.720 -0.925
C7 -2.823 1.347 0.204
O4 -1.796 2.309 0.117
H1 2.525 1.709 -0.498
H2 4.542 -0.009 -1.225
H3 3.113 -0.043 -2.128
H4 3.182 -1.677 0.028
H5 3.638 -0.038 0.883
H6 1.137 -0.448 -0.562
H7 1.123 -1.881 1.349
H8 1.478 -0.353 2.292
H9 -0.911 -0.735 2.466
H10 -0.589 0.688 1.604
H11 -0.859 -1.861 0.365
H12 -0.491 0.541 -0.751
H13 -1.773 -1.822 -1.771
H14 -2.509 0.866 -1.842
H15 -3.134 -1.241 -0.177
H16 -3.823 1.795 0.180
H17 -2.788 0.751 1.144
H18 -1.916 2.984 0.811

As for the structure (SMILES): OCCNCCN[C@@H](O)[C@@H](O)CO. The energy relative to the best compared isomer or geometry (same formula, charge and spin) comes out at 0.0 kcal per mole. As for the calculated total energy: -18719.3846 eV. As for the LUMO energy: 0.7 eV. As for the orbital gap: 0.3670 Eh.

=====

ORCA calculation (ωB97M-V/def2-TZVPD) on an isolated ion of composition C4H9N2OS and charge +1 at a distorted geometry.

Cartesian coordinates (Å):
C1 -1.407 -0.507 0.142
C2 -1.057 1.021 -0.168
C3 -0.390 -1.366 -0.693
C4 0.314 1.477 0.171
N1 1.508 -1.640 0.576
N2 0.906 -0.976 -0.293
O1 2.750 0.556 0.448
S1 1.677 0.662 -0.603
H1 -0.875 -0.718 1.116
H2 -2.455 -0.638 0.021
H3 -1.406 1.295 -1.173
H4 -1.782 1.576 0.535
H5 -0.541 -2.433 -0.534
H6 -0.501 -1.116 -1.702
H7 0.365 2.581 -0.050
H8 0.558 1.393 1.252
H9 2.337 -1.168 0.955

The net charge is +1. The energy relative to the best compared isomer or geometry (same formula, charge and spin) comes out at 102.0 kcal per mole. As for the calculated total energy: -20146.7791 eV. As for the LUMO energy: -6.0 eV. As for the orbital gap: 0.3436 Eh.

=====

ORCA calculation (ωB97M-V/def2-TZVPD) on a 12-piece molecular cluster, C21H65NO18 overall at a distorted geometry.

Cartesian coordinates (Å):
C1 0.872 20.822 20.777
C2 -0.587 20.869 21.396
C3 -1.371 19.629 20.953
C4 -0.530 20.816 22.963
C5 -1.933 21.217 23.645
C6 -2.405 22.542 23.225
C7 -2.563 22.607 21.659
C8 -3.786 21.891 21.159
C9 -2.658 24.173 21.546
N1 -1.370 22.099 20.992
O1 -1.398 22.386 19.592
H1 1.366 19.887 21.044
H2 0.977 20.744 19.695
H3 1.543 21.667 20.934
H4 -1.406 19.676 19.865
H5 -0.731 18.771 21.156
H6 -2.370 19.413 21.332
H7 -0.229 19.843 23.352
H8 0.149 21.540 23.415
H9 -2.731 20.479 23.564
H10 -1.615 21.360 24.678
H11 -1.822 23.367 23.633
H12 -3.421 22.663 23.601
H13 -3.560 21.041 20.515
H14 -4.413 22.459 20.472
H15 -4.592 21.727 21.874
H16 -2.786 24.461 20.502
H17 -1.773 24.723 21.865
H18 -3.550 24.547 22.048
H19 -2.059 21.811 19.199
O2 -5.547 23.884 27.396
C10 -4.607 24.104 26.339
C11 -3.153 23.732 26.799
O3 -2.654 24.660 27.617
H20 -6.401 24.194 27.085
H21 -5.030 23.400 25.622
H22 -4.715 25.147 26.044
H23 -2.459 23.487 25.995
H24 -3.163 22.719 27.203
H25 -2.931 24.258 28.443
O4 -2.499 19.741 27.772
C12 -1.907 18.659 27.198
C13 -2.485 17.355 27.836
O5 -1.592 16.941 28.860
H26 -2.363 20.490 27.186
H27 -2.178 18.973 26.190
H28 -0.830 18.582 27.350
H29 -2.544 16.615 27.037
H30 -3.496 17.654 28.114
H31 -1.932 17.174 29.727
O6 -4.934 18.982 24.370
C14 -5.847 19.034 25.455
C15 -6.617 20.380 25.460
O7 -7.627 20.202 24.585
H32 -4.932 18.023 24.402
H33 -6.576 18.225 25.401
H34 -5.345 18.976 26.421
H35 -5.949 21.216 25.252
H36 -7.063 20.343 26.454
H37 -7.518 19.407 24.059
O8 -7.417 17.433 21.450
C16 -8.760 17.247 21.915
C17 -8.886 16.222 23.177
O9 -7.768 15.348 23.115
H38 -7.492 18.022 20.696
H39 -9.275 18.201 22.034
H40 -9.396 16.876 21.111
H41 -9.773 15.618 22.988
H42 -9.014 16.662 24.166
H43 -7.812 14.862 22.289
O10 -3.091 15.348 21.990
C18 -3.008 16.170 20.855
C19 -4.374 16.834 20.768
O11 -4.722 17.748 21.730
H44 -3.162 15.965 22.722
H45 -2.226 16.927 20.910
H46 -2.769 15.504 20.026
H47 -5.035 15.969 20.819
H48 -4.377 17.280 19.774
H49 -5.609 17.429 21.913
O12 -6.183 20.858 30.453
C20 -4.961 20.638 29.693
C21 -4.014 19.835 30.514
O13 -4.542 18.572 30.964
H50 -5.924 21.203 31.310
H51 -5.124 20.121 28.747
H52 -4.486 21.551 29.335
H53 -3.812 20.479 31.370
H54 -3.043 19.832 30.018
H55 -4.807 18.000 30.241
O14 -5.173 15.877 24.398
H56 -6.096 15.889 24.146
H57 -5.086 15.101 24.952
O15 -2.585 16.856 24.353
H58 -3.314 16.247 24.473
H59 -2.960 17.584 23.857
O16 -10.106 21.450 24.440
H60 -10.204 22.396 24.332
H61 -9.205 21.270 24.172
O17 -9.685 19.253 26.882
H62 -9.618 19.677 27.737
H63 -9.575 19.964 26.252
O18 -8.521 20.252 29.008
H64 -9.199 20.775 29.436
H65 -7.703 20.548 29.406

As for the structure (SMILES): CC1(C)CCCC(C)(C)N1O.OCCO.OCCO.OCCO.OCCO.OCCO.OCCO.O.O.O.O.O. The energy relative to the best compared isomer or geometry (same formula, charge and spin) comes out at 61.6 kcal per mole. As for the calculated total energy: -61168.2469 eV. As for the LUMO energy: 0.1 eV. As for the orbital gap: 0.2991 Eh.